The following is a quantum chemistry calculation of a molecular structure, C27H57Br4MgN10NaO7S at a distorted geometry, from OMol25.

Last column: Löwdin charge in e.
Cartesian coordinates (Å):
H (6.29341, -2.94473, 6.52856)  0.10
H (4.08582, 4.89975, -0.30499)  -0.03
N (-1.53802, 3.03181, 0.05341)  0.07
C (-3.48463, 1.38804, -0.71708)  -0.13
C (0.20135, -3.56837, -1.95352)  -0.72
H (7.04942, -2.46258, 4.98116)  0.10
N (-3.95039, -0.26184, -6.92508)  0.03
H (-2.23919, 3.54589, 0.66580)  0.17
C (-6.66818, -4.56103, -5.41452)  -0.05
H (6.93123, 6.07848, 8.81385)  0.09
C (4.76208, -2.76610, 3.55241)  -0.32
O (-1.31018, 0.22477, -7.95876)  -0.18
H (-4.37720, -0.13242, -7.84345)  0.08
H (-2.33745, -1.13522, -9.04665)  0.13
H (-2.10084, -0.75860, -5.09567)  0.06
C (6.11824, -2.47763, 5.55564)  -0.03
C (3.97589, 5.94131, 0.01453)  -1.59
H (6.96412, 5.42645, 4.52064)  0.10
H (-1.39913, 1.42383, -1.56509)  0.13
Br (0.66368, 4.86844, 4.04846)  0.24
N (-0.27326, -4.45650, -2.84549)  0.15
H (0.36921, 1.16946, -7.27955)  0.10
H (-1.40892, -2.29977, -2.31156)  0.08
C (2.90426, 2.26973, 4.76987)  -0.29
H (-5.41529, -1.00921, -4.33872)  0.13
H (4.13269, 0.81826, 3.71427)  0.13
C (7.19620, 6.24282, 6.59640)  -0.11
H (5.30510, -5.11300, 5.62176)  0.09
H (5.80248, 3.68343, 8.17783)  0.10
C (-5.54160, -1.69477, -3.51706)  0.03
H (-1.09853, -1.85206, -8.02980)  0.12
H (3.81800, 0.37609, 5.33135)  0.13
O (5.22793, -1.78317, 2.98880)  0.01
C (-5.38739, -3.30125, -0.27135)  -0.01
H (-5.60803, -4.57656, -5.68370)  0.09
H (4.02509, -4.09381, 6.34152)  -0.08
H (-0.25857, 0.84285, 2.63364)  0.06
O (5.25126, 1.88029, 5.12158)  -0.01
H (-7.25650, -4.82230, -6.29903)  0.10
C (4.13573, 1.24740, 4.73186)  -0.24
S (-0.05538, 5.39223, 1.60401)  0.30
N (-6.32440, -2.82676, -3.68679)  -0.03
H (2.37965, -0.08235, 0.91185)  0.15
H (0.87506, -0.67215, 2.79610)  0.09
H (3.78099, -4.83691, 4.73989)  -0.02
N (5.11586, -3.20938, 4.80925)  -0.20
H (0.42985, 2.38191, -1.53473)  0.14
O (1.23461, -3.74843, -1.32861)  0.05
H (-3.22822, -2.10319, -4.98402)  0.04
H (-0.43087, -0.56856, 1.36060)  0.07
H (3.21838, 3.13461, 4.15866)  0.11
C (1.51607, 0.72213, 1.06519)  -0.17
H (-6.35789, -3.39131, 0.22351)  0.12
Br (5.35075, 6.27367, 1.35007)  0.54
O (-3.20426, -0.00321, -0.06460)  -0.29
H (-8.13632, -3.18114, -4.63810)  0.14
H (0.26618, -5.30058, -2.98666)  0.12
H (-1.61293, -2.36931, -5.65203)  0.08
Mg (2.46368, -5.56133, 6.62479)  0.40
H (-6.83130, -5.33589, -4.65871)  0.08
H (-0.02615, 3.21072, 2.51210)  -0.02
C (-7.07071, -3.19433, -4.89426)  -0.15
H (2.01457, 1.67017, 1.53434)  0.13
C (-3.65218, 1.16816, 0.99576)  0.02
C (4.51767, -4.38427, 5.40909)  -0.23
H (-0.23344, -1.77178, -1.14410)  0.09
H (0.38181, 5.93009, 2.84226)  -0.37
N (-5.59806, -2.86253, -1.64303)  -0.07
H (3.99288, -3.39448, 3.07425)  0.13
H (-3.41125, 0.59923, -6.78888)  0.08
N (0.31832, 3.68824, 1.65093)  -0.45
H (-4.68000, 0.82942, 1.44211)  0.11
C (6.84715, 5.36528, 5.59439)  -0.14
H (2.91357, 2.71000, 5.78264)  0.14
H (-2.70272, 1.29805, 1.67084)  0.11
C (-0.29319, 0.35379, -6.97697)  -0.10
H (-1.12203, -4.32604, -3.36966)  0.08
C (0.34461, 0.03934, 2.03402)  -0.09
H (5.91443, 3.46015, 5.67862)  0.08
C (-2.44575, -1.65989, -5.61031)  -0.08
H (-2.39021, 3.03808, -2.05115)  0.14
H (-6.90109, -2.43527, -5.66501)  0.14
Br (4.21901, 7.04907, -1.56590)  0.53
N (6.26492, 4.26886, 6.17540)  0.01
C (-0.17854, 2.96274, 0.38417)  -0.15
H (-4.88579, -4.27270, -0.28270)  0.13
N (-0.55509, -2.46585, -1.80604)  0.15
H (7.67881, 7.20163, 6.45769)  0.09
C (-5.09082, -1.71447, -2.22849)  0.02
C (-2.06526, 2.32159, -1.18768)  -0.07
O (1.78612, 1.63379, 4.39311)  -0.05
C (-2.98592, -1.37004, -7.00847)  -0.43
Na (-4.73632, -3.52619, 2.06124)  0.83
H (-6.86334, -4.46168, -2.36819)  0.18
O (0.88724, 0.92275, -0.24732)  -0.20
H (-0.73425, 0.62874, -6.01709)  0.07
H (0.30417, -0.55775, -6.87740)  0.09
H (-3.52421, -2.26705, -7.33765)  0.13
H (5.77545, -1.44818, 5.69751)  0.09
Br (2.18692, 6.12194, 0.75692)  0.54
H (-4.77014, -2.57813, 0.26755)  0.08
C (-1.88058, -1.08393, -8.05048)  -0.19
N (0.74717, 2.22211, -0.55470)  -0.01
C (6.23086, 4.44052, 7.53478)  -0.14
H (-4.47387, -1.05373, -1.64284)  0.10
H (-4.53137, 1.56207, -1.38610)  0.17
C (-6.33926, -3.52791, -2.54184)  0.01
C (6.80656, 5.65737, 7.82468)  -0.12

The multiplicity is 1. For the HOMO energy, the calculation gives -9.53 eV. For the HOMO-LUMO gap, the calculation gives 1.732 eV. As for the total charge: +2. The largest force on an atom is 7.527 eV/A.